# 1
# C28H65N5O6

A 6-piece molecular cluster, C28H65N5O6 overall at a distorted geometry (ωB97M-V/def2-TZVPD, the Open Molecules 2025 dataset).

Its multiplicity is 1. Its calculated total energy is -49786.94589 eV. For the gap between HOMO and LUMO, the calculation gives 0.337 Eh. Its charge is +4. Its largest force on an atom is 5.471 eV Å⁻¹.

XYZ file:
```
104
Properties=species:S:1:pos:R:3:forces:R:3
C -3.029715 3.906256 -2.286080 0.3 -0.6 -1.1
C -3.206995 2.473096 -2.874460 0.8 0.3 -0.2
C -3.271355 1.432276 -1.794020 -1.2 -1.0 -0.3
N -3.793815 0.075366 -2.257700 -1.0 -0.4 -0.1
C -4.015215 -0.692924 -0.932740 -0.1 -0.8 -1.0
C -4.207155 -2.235304 -1.100290 -0.1 2.3 0.6
C -3.233995 -2.745774 -2.094970 1.4 -1.5 0.2
C -3.218965 -2.130574 -3.448970 -0.4 0.8 0.2
C -2.888725 -0.609124 -3.280240 -0.4 -0.9 0.0
C -5.175665 0.236056 -2.866250 0.9 0.6 0.1
H -3.977145 4.353516 -1.985350 0.0 -0.2 0.1
H -2.633435 4.517756 -3.096710 0.0 0.2 0.2
H -2.318225 3.965316 -1.462440 0.1 -0.2 0.0
H -2.410905 2.091476 -3.513770 0.8 0.8 0.0
H -3.979575 2.498866 -3.642930 -0.8 -0.1 0.7
H -3.966985 1.693896 -0.996680 0.0 0.2 0.1
H -2.311805 1.166256 -1.350610 0.2 0.5 -0.1
H -3.154225 -0.420984 -0.322120 -0.1 -0.3 0.2
H -4.959365 -0.301144 -0.554320 0.3 0.4 0.3
H -3.984095 -2.614494 -0.103020 -0.1 -0.3 -0.1
H -5.264845 -2.401564 -1.304610 0.1 -0.4 -0.2
H -2.224395 -2.533174 -1.743390 0.2 -0.5 0.7
H -3.361565 -3.824344 -2.187210 0.2 -0.1 0.0
H -2.451615 -2.590824 -4.071410 0.1 0.2 0.1
H -4.162045 -2.434824 -3.902980 -0.2 1.0 -0.6
H -1.882095 -0.436024 -2.899670 0.2 -0.5 0.0
H -2.945505 -0.147474 -4.266020 -0.3 0.5 0.3
H -5.700445 -0.718034 -2.816920 0.0 0.3 -0.1
H -5.033045 0.583266 -3.889580 -0.3 -0.2 0.1
H -5.613435 1.038406 -2.272390 -0.6 -0.3 -0.2
C 1.315075 1.631096 -2.180830 -0.7 -0.3 -1.4
C 2.071665 1.783836 -0.916350 1.1 0.7 0.4
C 3.313075 0.875146 -0.967550 -1.2 -0.6 1.4
N 3.976545 0.728956 0.411740 0.2 -0.6 1.0
C 5.166645 -0.308784 0.336360 0.4 1.8 0.8
C 6.426565 0.365886 -0.274490 -1.2 0.1 -0.1
C 6.792665 1.706046 0.420290 1.0 -0.9 -1.3
C 5.673325 2.696306 0.255060 -0.8 -0.2 1.0
C 4.452215 2.138396 0.984550 -1.0 -1.1 -0.3
C 2.951295 0.128986 1.454020 -0.1 1.0 -1.3
H 0.568725 2.398056 -2.387780 0.3 0.3 0.1
H 0.750755 0.699856 -2.230130 0.1 -0.3 0.1
H 2.012095 1.572086 -3.016770 -0.2 0.2 -0.2
H 1.402625 1.636196 -0.068610 0.2 -0.3 0.2
H 2.450865 2.801456 -0.822780 -0.2 0.2 -0.1
H 3.999195 1.194816 -1.751870 0.2 0.1 0.4
H 2.966355 -0.128554 -1.213440 0.2 -0.2 -0.1
H 4.818715 -1.208384 -0.171350 -0.1 0.2 -0.2
H 5.372585 -0.529954 1.383630 -0.1 -0.2 0.0
H 6.133785 0.612876 -1.294970 0.4 0.0 -0.3
H 7.194805 -0.404264 -0.343600 0.2 0.3 0.2
H 7.644195 2.174516 -0.073200 0.2 -0.4 -0.2
H 7.155855 1.572816 1.439330 -0.5 0.0 0.2
H 5.378805 2.932116 -0.767560 0.4 -0.3 -0.3
H 6.040345 3.639526 0.659700 -0.6 0.1 0.4
H 3.522095 2.698006 0.885460 0.3 0.3 0.0
H 4.581425 1.928666 2.046340 0.5 0.2 0.0
H 2.118725 0.815596 1.607230 0.2 0.3 -0.2
H 3.341295 -0.034634 2.458620 0.7 -0.2 -0.5
H 2.476845 -0.745154 1.008070 0.4 -0.2 0.0
C -2.663595 -3.652414 3.590220 0.7 1.5 0.4
C -2.314855 -2.247354 4.171430 -1.0 -1.3 3.7
O -2.264895 -1.984904 5.375240 0.2 -0.3 -4.7
N -2.163235 -1.137264 3.148870 0.9 1.0 0.0
H -2.273805 -1.484554 2.206920 1.2 -1.0 -1.2
H -2.943955 -0.496574 3.139720 -0.6 0.4 1.1
C -0.891675 -0.305274 3.369990 -1.1 -0.5 0.9
H -1.797805 -4.299204 3.732290 0.0 -0.1 0.5
H -2.828625 -3.691124 2.513480 -0.4 0.4 0.1
H -3.510705 -3.958754 4.203940 0.1 -0.4 -0.2
H 0.027405 -0.875024 3.232930 -0.4 -0.1 -0.5
H -0.963035 -0.111324 4.440220 0.2 0.4 0.0
H -0.975575 0.613256 2.789160 0.2 -0.3 0.0
C 1.762505 4.908996 1.382140 -0.9 -0.1 0.4
C 0.426465 4.382636 0.898500 -0.2 -0.2 -5.3
O 0.110045 4.235096 -0.290670 0.7 0.3 4.7
N -0.643385 3.979156 1.955710 0.6 -0.7 -0.8
H -0.104965 3.518596 2.675490 0.1 -0.5 0.5
H -1.033025 4.769636 2.449080 -0.4 0.8 -0.1
C -1.721905 3.046346 1.406320 -0.1 1.9 -0.5
H 2.482125 5.129016 0.593580 -0.6 -0.1 -0.4
H 2.261055 4.220416 2.064350 -0.3 0.1 0.4
H 1.513855 5.843966 1.884250 0.4 0.2 0.4
H -1.212005 2.184246 0.976330 -0.5 -0.3 0.6
H -2.227675 3.565496 0.592210 0.5 0.2 -0.3
H -2.542925 3.058646 2.123180 0.5 -1.1 0.5
C -0.619055 -5.732974 0.221260 -0.2 0.3 0.0
C 0.585305 -5.272664 0.983180 0.1 -2.2 3.8
O 0.849755 -5.706174 2.107190 -0.3 2.1 -3.4
N 1.573755 -4.374444 0.290490 1.9 -0.7 2.2
H 2.020825 -5.018104 -0.346640 0.2 -0.1 -0.8
H 1.103645 -3.629224 -0.203210 -0.8 1.2 -0.8
C 2.739475 -3.773554 1.140220 -1.0 0.9 -0.2
H -0.551165 -5.697164 -0.866040 0.2 -0.2 0.1
H -1.486955 -5.128074 0.483850 0.1 0.4 0.1
H -0.869285 -6.715534 0.621310 0.2 -0.1 -0.4
H 3.204605 -3.003614 0.524640 0.4 -0.7 -0.6
H 3.435865 -4.493114 1.570770 -0.4 -0.2 -0.4
H 2.376765 -3.106524 1.922260 -0.7 -0.8 0.3
O -0.521795 -0.201894 0.014750 0.1 1.7 -0.3
C -0.434805 -1.512254 0.001760 -1.6 -4.8 2.0
O 0.434665 -2.050554 -0.695100 1.8 0.5 -1.3
O -1.210545 -2.193074 0.702830 -1.0 0.7 1.0
H 0.170355 -0.169534 -0.649690 0.7 1.9 -0.8
```
Forces are in eV/Å.

Löwdin atomic charge list, values in e, 4 entries: C -0.050; C -0.205; C -0.161; N -0.250

=====

# 2
# C28H68BrN3O10P

A 4-piece molecular cluster, C28H68BrN3O10P overall at a distorted geometry (ωB97M-V/def2-TZVPD, the Open Molecules 2025 dataset).

Its multiplicity is 1. Its calculated total energy is -134404.65636 eV. For the gap between HOMO and LUMO, the calculation gives 0.248 Eh. Its charge is -1. Its largest force on an atom is 5.993 eV Å⁻¹.

XYZ file:
```
111
Properties=species:S:1:pos:R:3:forces:R:3
C 5.229778 3.767379 -1.496843 -1.2 -0.5 0.8
C 3.623619 4.186583 -1.489317 0.5 -0.2 0.1
C 2.910832 4.018756 -2.979766 -1.3 0.7 0.8
C 1.726579 2.837740 -2.975380 2.0 0.7 -0.8
O 0.822242 3.188614 -1.869920 -1.1 -1.4 -3.8
C -0.553793 2.722018 -2.097236 -2.7 -1.8 1.0
C -1.428968 3.294616 -3.359582 -0.7 0.8 -0.4
C -2.140860 4.763884 -3.083921 0.0 -0.7 -1.7
C -3.652967 4.631802 -2.465128 0.9 -0.1 1.4
C -3.744612 5.694372 -1.199782 -1.1 0.2 -0.5
O -4.090583 5.024665 0.068573 1.9 0.4 -0.5
O -0.803788 1.244943 -2.186374 1.1 3.3 0.4
P -2.154409 0.802979 -1.120401 -2.2 -5.1 1.2
O -2.387062 2.266384 -0.140914 4.1 3.1 -3.1
C -1.251906 3.072490 -0.618279 0.3 0.7 0.6
Br 0.300489 2.595303 0.616524 -0.4 0.2 1.0
H 5.591145 3.847172 -0.361883 -0.5 0.0 -2.6
H 5.243946 2.609187 -1.777274 0.3 2.6 0.4
H 5.873543 4.421425 -2.226142 -1.2 -1.4 1.5
H 3.123012 3.485549 -0.672094 0.8 1.5 -1.9
H 3.477239 5.301681 -1.107207 0.4 -2.4 -0.8
H 2.336433 5.038895 -3.167734 1.1 -2.1 0.2
H 3.675663 3.896581 -3.856806 -1.3 -0.1 1.7
H 2.275238 1.802581 -2.847716 -1.4 1.8 0.1
H 1.238744 2.836184 -4.038948 0.6 0.0 2.1
H -0.840711 3.400993 -4.367495 -0.7 -0.4 2.1
H -2.294633 2.503219 -3.568613 2.1 1.7 0.7
H -2.244147 5.266569 -4.161331 0.4 -0.8 2.4
H -1.393852 5.401214 -2.447117 -1.7 -1.0 -1.1
H -3.794093 3.549820 -1.982634 0.3 2.3 -1.1
H -4.521263 4.804747 -3.253638 2.0 -0.2 1.6
H -2.785865 6.354197 -1.064325 -1.7 -1.4 -0.4
H -4.638329 6.422407 -1.456319 1.7 -1.3 0.9
H -3.252277 4.658776 0.507450 -1.8 0.6 -1.3
H -2.230767 -0.557061 -1.668971 0.4 0.4 -0.8
H -3.205264 1.183881 -2.063620 0.8 0.7 0.0
H -3.225061 0.295796 -0.250959 0.0 0.2 -0.1
H -1.185245 0.181129 -0.214275 -0.1 1.1 0.0
H -1.268341 4.237481 -0.485804 -0.6 -2.2 -0.1
C 0.273801 -2.306112 -4.251131 0.3 0.1 0.1
O 1.178276 -2.942202 -3.356962 -0.3 0.2 0.0
C 0.801729 -2.823878 -1.979979 0.2 -0.4 0.4
C 0.283254 -4.165595 -1.430782 -0.3 0.6 -0.5
N -1.022715 -4.511449 -1.999476 0.3 -0.3 -0.1
C -1.428017 -5.901792 -1.769413 0.3 0.1 -0.3
C -0.510374 -7.021476 -2.306801 -0.6 -0.1 0.0
O -0.475938 -7.120223 -3.732261 0.3 0.0 0.4
C 0.389851 -6.191102 -4.366902 -0.3 -0.2 -0.2
H 0.758129 -2.233015 -5.228485 0.1 -0.1 0.1
H -0.636347 -2.894140 -4.371406 -0.3 0.1 0.0
H 0.021184 -1.293919 -3.913358 -0.1 -0.1 0.0
H 0.082168 -2.013225 -1.813663 0.0 -0.1 -0.2
H 1.716840 -2.564666 -1.433279 -0.1 0.0 0.0
H 0.193853 -4.098615 -0.341808 0.0 0.0 0.0
H 1.033625 -4.922914 -1.667184 0.3 -0.1 0.1
H -1.001059 -4.352841 -3.004476 0.0 0.1 0.3
H -2.410145 -6.020646 -2.239100 0.1 -0.1 0.1
H -1.575055 -6.050358 -0.692565 0.1 0.0 -0.2
H -0.929804 -7.972852 -1.958331 0.0 0.1 -0.1
H 0.502528 -6.978687 -1.893271 0.1 0.2 -0.1
H 1.284296 -5.979870 -3.774941 -0.1 0.1 0.0
H -0.154954 -5.272285 -4.587608 0.3 0.2 0.0
H 0.704971 -6.614044 -5.324201 -0.1 -0.1 0.1
C 4.442377 2.850630 2.825506 -0.1 0.2 -0.3
O 4.428283 4.269973 2.738963 -0.2 -0.3 0.5
C 3.804025 4.906631 3.860051 0.3 0.6 -0.1
C 4.849151 5.588875 4.761657 -0.2 -0.7 -0.2
N 5.665787 4.605202 5.478647 0.2 0.2 -0.2
C 6.868916 5.164951 6.102676 0.0 -0.2 -0.3
C 7.897463 5.867528 5.189975 0.3 -0.3 0.4
O 8.595362 4.988667 4.304869 -0.3 0.5 0.1
C 7.878550 4.645333 3.128465 0.3 -0.2 0.0
H 4.703317 2.453350 1.841017 -0.1 0.1 0.1
H 5.196310 2.509153 3.535148 0.0 -0.2 0.2
H 3.459071 2.456308 3.108452 0.1 0.0 0.0
H 3.167229 4.217881 4.428121 0.2 -0.1 -0.1
H 3.152711 5.686322 3.446079 0.1 -0.1 0.1
H 4.336289 6.227137 5.488250 0.0 0.0 0.0
H 5.463251 6.224509 4.120311 -0.1 0.2 -0.1
H 5.958063 3.878097 4.829383 -0.2 0.2 0.2
H 7.377316 4.331792 6.599349 0.1 0.1 0.0
H 6.562246 5.861363 6.892775 0.0 0.0 -0.1
H 8.666862 6.293716 5.844847 0.0 -0.1 -0.1
H 7.473899 6.716847 4.644026 -0.1 -0.1 -0.1
H 7.253930 5.465156 2.764036 -0.1 -0.1 0.1
H 7.279032 3.752488 3.310555 -0.2 0.1 -0.2
H 8.600657 4.392186 2.348031 0.0 0.1 0.1
C -4.866765 -4.324446 3.992437 0.0 -0.2 0.1
O -5.609169 -5.520639 3.791982 -0.3 0.5 0.0
C -6.901225 -5.303383 3.212962 0.0 -0.6 -0.3
C -6.935313 -5.768291 1.745537 0.4 0.6 0.4
N -6.143366 -4.886586 0.882983 0.1 -0.3 0.1
C -5.874201 -5.435104 -0.450033 0.3 0.0 0.2
C -5.116631 -6.777644 -0.540708 0.1 0.4 -0.4
O -3.746662 -6.708188 -0.139167 -0.8 -0.4 0.3
C -3.540478 -6.757574 1.264641 0.3 0.1 -0.3
H -4.023834 -4.554466 4.649473 -0.1 -0.1 -0.1
H -4.464963 -3.950557 3.050431 0.0 0.2 0.0
H -5.477041 -3.549076 4.470774 0.1 -0.1 -0.1
H -7.233703 -4.263459 3.315943 0.2 0.0 -0.1
H -7.601084 -5.927248 3.782601 0.1 0.1 -0.1
H -7.972124 -5.776769 1.394404 0.0 0.0 0.0
H -6.557177 -6.792474 1.722390 -0.1 -0.2 0.1
H -5.249470 -4.697239 1.331031 -0.3 0.0 -0.1
H -5.283792 -4.681831 -0.982296 0.0 -0.1 0.0
H -6.824854 -5.527469 -0.989498 0.0 -0.1 0.1
H -5.096411 -7.061999 -1.599576 0.1 0.1 0.1
H -5.633520 -7.595096 -0.027477 0.0 0.0 0.2
H -4.265449 -7.399202 1.772380 -0.1 0.1 0.0
H -3.562338 -5.747308 1.675292 -0.1 -0.1 0.3
H -2.540332 -7.157098 1.450890 0.0 0.0 -0.1
```
Forces are in eV/Å.

Löwdin atomic charge list, values in e, 4 entries: C -0.158; C -0.252; C -0.172; C -0.181

=====

The lowest gap between HOMO and LUMO belongs to which entry? C28H68BrN3O10P